Computed, not measured: a molecular structure, C9H11BrN3S at a distorted geometry, with wB97M-V/def2-TZVPD.

Geometry as XYZ:
```
25
C9H11BrN3S, DFT wB97M-V/def2-TZVPD
C -2.138 4.262 0.180
C -1.749 3.107 0.809
C -3.531 2.715 -0.562
C -4.437 1.967 -1.241
C -4.380 0.593 -1.085
C -2.541 0.813 0.479
C -3.396 0.004 -0.287
C 2.689 -2.769 0.475
C 1.498 -2.022 -0.143
N -2.608 2.128 0.354
N -3.219 3.996 -0.602
N 0.313 -2.557 0.522
S -0.634 -1.665 1.454
Br -3.035 -1.889 -0.254
H -1.937 5.240 0.503
H -5.276 2.389 -1.717
H -4.993 -0.137 -1.627
H -1.822 0.506 1.216
H 3.541 -2.472 0.022
H 2.822 -2.642 1.493
H 2.614 -3.743 0.208
H 1.552 -1.028 0.220
H 1.232 -2.261 -1.200
H -3.709 4.568 -1.191
H -0.183 -3.420 0.244
```

The total charge is +1. For the LUMO energy (spin up / spin down), the calculation gives -6.8848 / -6.8874 eV. As for the HOMO energy (spin up / spin down): -10.5 / -10.5 eV.

=====

Computed, not measured: a molecular structure, C18H18Cl40IO5PSi2 at a distorted geometry, with wB97M-V/def2-TZVPD.

Geometry as XYZ:
```
85
C18H18Cl40IO5PSi2, DFT wB97M-V/def2-TZVPD
C -0.969 -2.725 1.595
C -1.033 -1.812 0.670
C -2.265 -1.041 0.484
Si -1.977 0.748 -0.024
I -1.332 1.931 2.027
C -0.659 0.742 -1.330
C -0.183 2.063 -1.826
C 0.705 2.815 -0.889
O -1.255 2.855 -2.270
O -3.304 1.472 -0.649
Si -4.811 1.211 -0.083
C -5.655 2.721 0.476
C -5.252 3.913 0.263
P -5.969 0.414 -1.874
O -6.813 1.398 -2.434
O -6.742 -0.845 -1.331
O -4.944 -0.140 -2.945
H -1.341 -2.539 2.560
H -0.631 -3.685 1.378
H -0.211 -1.673 0.035
H -2.866 -1.537 -0.238
H -2.759 -1.026 1.417
H 0.175 0.166 -1.047
H -1.094 0.234 -2.156
H 0.431 1.854 -2.667
H 0.118 3.508 -0.348
H 1.475 3.287 -1.430
H 1.104 2.131 -0.196
H -1.245 2.864 -3.212
H -4.920 0.214 1.001
H -6.530 2.581 1.044
H -5.683 4.692 0.807
H -4.491 4.124 -0.430
H -7.185 -1.319 -2.037
H -4.618 -0.974 -2.609
C 3.562 -3.457 0.825
Cl 4.269 -4.086 2.306
Cl 4.428 -1.976 0.381
Cl 3.704 -4.655 -0.462
Cl 1.849 -3.077 1.099
C 7.142 1.645 -0.313
Cl 5.874 0.415 -0.399
Cl 8.197 1.561 -1.727
Cl 6.400 3.239 -0.250
Cl 8.108 1.398 1.135
C -5.072 3.514 -4.971
Cl -4.394 3.094 -3.410
Cl -4.082 4.771 -5.723
Cl -5.072 2.085 -6.002
Cl -6.716 4.105 -4.772
C 5.418 -7.024 -3.627
Cl 6.099 -5.401 -3.697
Cl 5.335 -7.702 -5.249
Cl 6.433 -8.044 -2.612
Cl 3.796 -6.945 -2.940
C 6.262 0.389 4.719
Cl 6.468 2.142 4.687
Cl 6.073 -0.198 3.073
Cl 7.697 -0.353 5.432
Cl 4.845 -0.060 5.670
C 1.557 -5.320 7.273
Cl 2.286 -6.245 8.584
Cl -0.172 -5.659 7.215
Cl 1.814 -3.601 7.570
Cl 2.310 -5.790 5.753
C -7.924 2.168 3.994
Cl -9.240 1.620 5.026
Cl -6.386 1.612 4.649
Cl -8.131 1.512 2.372
Cl -7.927 3.927 3.912
C -2.731 0.422 -9.133
Cl -4.090 -0.214 -8.209
Cl -1.223 -0.040 -8.346
Cl -2.769 -0.241 -10.765
Cl -2.844 2.176 -9.203
C 4.766 4.703 -4.265
Cl 5.518 6.291 -4.166
Cl 4.626 4.222 -5.954
Cl 5.752 3.538 -3.389
Cl 3.166 4.779 -3.540
C 5.554 -2.767 9.147
Cl 5.315 -4.429 8.615
Cl 6.286 -1.825 7.851
Cl 3.979 -2.097 9.548
Cl 6.613 -2.746 10.558
```

The total charge is 0. For the LUMO energy, the calculation gives -0.0654 eV. As for the HOMO energy: -8.9 eV.

=====

Computed, not measured: a molecular structure, C28H28Cl2O2PPdS at a distorted geometry, with wB97M-V/def2-TZVPD.

Geometry as XYZ:
```
63
C28H28Cl2O2PPdS, DFT wB97M-V/def2-TZVPD
Pd 0.026 0.022 -0.244
Cl 0.211 -0.468 2.129
C 1.868 -0.293 2.568
C 2.212 -0.306 3.907
C 3.534 -0.110 4.276
C 4.513 0.081 3.314
C 4.174 0.046 1.973
Cl 5.391 0.244 0.779
C 2.838 -0.143 1.564
S 2.479 -0.219 -0.121
H 1.450 -0.472 4.653
H 3.803 -0.107 5.319
H 5.542 0.241 3.597
C -3.196 -3.292 0.242
C -2.731 -1.866 0.284
O -1.788 -1.520 -0.419
C -3.458 -0.917 1.152
C -3.004 0.404 1.251
C -3.675 1.319 2.038
C -4.810 0.936 2.740
C -5.258 -0.374 2.665
C -4.589 -1.297 1.882
H -2.514 -3.877 -0.369
H -4.187 -3.331 -0.208
H -3.243 -3.712 1.243
H -2.118 0.710 0.687
H -3.316 2.333 2.110
H -5.344 1.656 3.343
H -6.132 -0.679 3.220
H -4.952 -2.311 1.838
C 1.686 0.975 -3.128
P 0.023 0.515 -2.528
C -0.513 -0.691 -3.772
C -1.332 -0.359 -4.844
C -1.647 -1.324 -5.785
C -1.145 -2.610 -5.663
C -0.314 -2.935 -4.602
C -0.003 -1.981 -3.651
C -1.021 1.980 -2.746
C -2.296 1.895 -2.181
C -3.107 3.012 -2.134
C -2.654 4.220 -2.648
C -1.406 4.298 -3.244
C -0.584 3.183 -3.292
H 1.648 1.288 -4.170
H 2.334 0.102 -3.042
H 2.090 1.765 -2.495
H -1.724 0.644 -4.940
H -2.278 -1.071 -6.624
H -1.400 -3.359 -6.398
H 0.092 -3.932 -4.522
H 0.626 -2.220 -2.800
H -2.638 0.943 -1.790
H -4.088 2.950 -1.691
H -3.280 5.098 -2.592
H -1.069 5.235 -3.661
H 0.387 3.248 -3.756
C 0.084 3.444 1.324
O -0.460 2.531 0.383
H 0.532 2.860 2.130
H -0.704 4.082 1.737
H 0.850 4.072 0.866
H -0.951 3.038 -0.278
```

The total charge is +1. Its spin multiplicity is 3. For the LUMO energy (spin up / spin down), the calculation gives -2.5513 / -5.3079 eV. As for the HOMO energy (spin up / spin down): -10.1 / -11.4 eV.

=====

Computed, not measured: 2 unconnected molecules or ions with the total composition C10H15N2O3 at a distorted geometry, with wB97M-V/def2-TZVPD.

Geometry as XYZ:
```
30
C10H15N2O3, DFT wB97M-V/def2-TZVPD
C -3.066 -0.478 -2.425
C -3.267 -1.637 -1.805
C -2.572 0.621 -1.677
C -2.431 -0.665 0.288
C -2.999 -1.750 -0.375
C 2.849 0.429 0.435
C 1.448 1.189 0.359
C 0.325 -0.912 0.912
C 2.551 -1.003 0.097
C 0.619 0.864 2.659
N -2.206 0.478 -0.380
N 0.491 0.572 1.254
O -0.319 -1.691 1.838
O 1.484 -1.588 0.478
O 3.376 -1.674 -0.815
H -3.268 -0.378 -3.509
H -3.681 -2.539 -2.333
H -2.280 1.599 -2.129
H -2.000 -0.679 1.213
H 3.706 0.820 0.003
H 3.087 0.379 1.548
H 1.711 2.279 0.454
H 1.150 1.242 -0.718
H -0.162 0.438 3.197
H 1.509 0.247 3.230
H 0.593 1.981 2.870
H -1.756 1.226 0.087
H 0.347 -2.313 2.271
H -3.045 -2.662 0.080
H 2.819 -2.271 -1.447
```

The total charge is +1. For the LUMO energy (spin up / spin down), the calculation gives -3.9012 / -3.9012 eV. As for the HOMO energy (spin up / spin down): -9.5 / -9.5 eV.

=====

Computed, not measured: a gas-phase ion, C4H13N3 (charge +2) at a distorted geometry, with wB97M-V/def2-TZVPD.

Geometry as XYZ:
```
20
C4H13N3, DFT wB97M-V/def2-TZVPD
C -1.215 -0.888 0.309
C 1.175 -0.982 -0.275
C -2.620 0.935 -0.271
C 2.790 0.909 0.357
N 0.109 -1.274 0.546
N -1.580 0.125 -0.604
N 1.622 0.377 -0.244
H -1.718 -1.724 -0.203
H -1.778 -0.710 1.321
H 1.924 -1.650 0.057
H 0.905 -1.291 -1.424
H -2.344 1.927 0.178
H -3.386 1.231 -1.119
H -3.189 0.580 0.510
H 2.527 0.949 1.445
H 3.785 0.176 0.484
H 2.886 1.935 -0.030
H 0.253 -1.964 1.209
H -1.221 0.233 -1.522
H 1.075 1.109 -0.723
```

The total charge is +2. For the LUMO energy (spin up / spin down), the calculation gives -11.4394 / -11.4861 eV. As for the HOMO energy (spin up / spin down): -18.4 / -18.4 eV.

=====

Computed, not measured: 3 unconnected molecules or ions with the total composition C3H10O4 at a distorted geometry, with wB97M-V/def2-TZVPD.

Geometry as XYZ:
```
17
C3H10O4, DFT wB97M-V/def2-TZVPD
O 0.956 -0.461 2.373
C 0.375 0.462 1.892
C 0.725 1.365 0.665
C 1.615 0.533 -0.310
O 0.770 -0.062 -1.249
H -0.654 0.697 2.310
H 1.199 2.203 1.133
H -0.148 1.747 0.039
H 2.177 -0.131 0.432
H 2.408 1.032 -1.062
H 0.380 -0.861 -0.890
O -1.525 -0.193 -3.865
H -1.090 -0.729 -4.529
H -1.075 0.605 -3.499
O -2.122 -1.189 1.483
H -1.806 -1.935 2.031
H -2.314 -1.556 0.621
```

The total charge is 0. For the LUMO energy, the calculation gives 0.5700 eV. As for the HOMO energy: -9.7 eV. Its SMILES is O=CCCO.O.O.

=====

Computed, not measured: a molecular structure, C38H51AsCaGe2N2S4Sb, with wB97M-V/def2-TZVPD.

Geometry as XYZ:
```
100
C38H51AsCaGe2N2S4Sb, DFT wB97M-V/def2-TZVPD
Ca -0.514 0.049 -0.252
S -2.549 -0.634 2.481
Sb -0.466 0.119 3.004
S -0.134 1.968 1.596
S 0.737 -1.598 1.653
S 0.415 0.208 5.058
C 1.297 -3.458 -2.235
C 1.318 -2.177 -3.053
Ge 1.717 -0.533 -1.953
C 2.509 0.639 -3.378
C 3.143 1.898 -2.809
C 3.436 -1.221 -1.191
C 3.876 -1.508 0.043
Ge 2.978 -1.074 1.749
C 3.171 0.832 2.203
C 4.595 1.366 2.126
C 3.554 -2.259 3.232
C 4.590 -1.675 4.183
C 5.206 -2.165 0.177
C 6.215 -1.647 0.983
C 7.452 -2.267 1.069
C 7.705 -3.429 0.357
C 6.709 -3.962 -0.448
C 5.475 -3.337 -0.536
H 1.010 -4.332 -2.829
H 0.587 -3.387 -1.409
H 2.276 -3.662 -1.796
H 0.350 -2.033 -3.549
H 2.070 -2.248 -3.848
H 1.733 0.894 -4.110
H 3.261 0.060 -3.926
H 2.434 2.476 -2.207
H 3.544 2.566 -3.578
H 3.966 1.645 -2.136
H 4.153 -1.469 -1.985
H 2.739 0.992 3.195
H 2.528 1.384 1.516
H 5.257 0.881 2.848
H 4.621 2.437 2.341
H 5.022 1.223 1.130
H 3.877 -3.222 2.826
H 2.634 -2.447 3.791
H 5.564 -1.536 3.711
H 4.742 -2.323 5.049
H 4.260 -0.707 4.565
H 6.046 -0.731 1.531
H 8.224 -1.835 1.695
H 8.669 -3.917 0.429
H 6.887 -4.873 -1.006
H 4.692 -3.759 -1.152
C -2.773 -4.842 -2.641
C -2.829 -4.149 -1.282
C -4.286 -3.936 -0.861
C -2.097 -4.988 -0.238
N -2.086 -2.891 -1.462
N -2.087 -1.990 -0.370
H -3.191 -5.847 -2.582
H -1.740 -4.908 -2.981
H -3.349 -4.288 -3.386
H -4.808 -4.893 -0.802
H -4.812 -3.311 -1.585
H -4.367 -3.467 0.121
H -2.596 -5.950 -0.108
H -2.080 -4.495 0.735
H -1.067 -5.165 -0.550
H -2.442 -2.385 -2.268
H -1.528 -2.397 0.378
H -3.007 -1.836 0.047
C -3.339 1.245 -7.363
C -3.315 -0.053 -6.879
C -3.009 -0.293 -5.547
C -2.746 0.767 -4.688
C -2.768 2.070 -5.179
C -3.059 2.305 -6.514
As -2.353 0.352 -2.830
C -1.889 2.042 -2.016
C -0.681 2.716 -2.147
C -0.478 3.879 -1.414
C -1.462 4.334 -0.548
C -2.657 3.651 -0.399
C -2.886 2.497 -1.139
C -4.088 1.647 -1.082
C -5.195 1.853 -0.265
C -6.250 0.958 -0.303
C -6.216 -0.147 -1.145
C -5.110 -0.370 -1.954
C -4.056 0.530 -1.926
H -3.567 1.430 -8.404
H -3.522 -0.885 -7.539
H -2.962 -1.317 -5.188
H -2.557 2.900 -4.515
H -3.069 3.321 -6.888
H 0.094 2.340 -2.807
H 0.463 4.407 -1.493
H -1.277 5.213 0.055
H -3.389 4.002 0.314
H -5.224 2.695 0.413
H -7.105 1.114 0.342
H -7.045 -0.843 -1.158
H -5.074 -1.242 -2.598
```

The total charge is -1. For the LUMO energy, the calculation gives 2.0010 eV. As for the HOMO energy: -4.5 eV.

=====

Computed, not measured: 2 unconnected molecules or ions with the total composition C16H30ClN2O9PS at a distorted geometry, with wB97M-V/def2-TZVPD.

Geometry as XYZ:
```
60
C16H30ClN2O9PS, DFT wB97M-V/def2-TZVPD
C -1.551 0.256 4.381
C -2.408 0.949 3.153
O -2.874 -0.062 2.185
C -1.595 2.163 2.377
N -0.257 1.590 1.964
C -0.012 1.732 0.478
C 1.317 0.779 0.133
O 1.047 0.188 -1.189
C 1.809 -1.093 -1.361
C 3.373 -1.129 -0.834
C 4.296 0.073 -1.483
C 5.268 0.738 -0.326
O 6.483 1.140 -0.722
O 4.881 0.947 1.093
N 2.027 -1.058 -2.889
C 1.349 -2.178 -3.661
O 0.967 -2.162 -4.957
C 1.175 -3.375 -2.552
Cl -0.330 -4.467 -2.634
C 0.873 -2.432 -1.229
P 0.659 -3.306 0.454
C 2.265 -3.355 1.483
C -0.844 -2.667 1.443
H -1.640 -0.906 4.264
H -0.415 0.555 4.388
H -2.020 0.630 5.413
H -3.361 1.451 3.633
H -2.366 -0.010 1.314
H -2.158 2.472 1.397
H -1.425 3.079 3.100
H 0.541 2.073 2.432
H -0.898 1.255 -0.124
H 0.110 2.832 0.098
H 2.243 1.531 0.137
H 1.506 -0.029 0.976
H 3.824 -2.152 -1.229
H 3.399 -1.074 0.337
H 4.929 -0.274 -2.429
H 3.542 0.933 -1.814
H 4.783 1.923 1.302
H 1.731 -0.118 -3.266
H 2.221 -3.849 -2.285
H -0.216 -1.974 -1.400
H 2.244 -4.131 2.381
H 2.549 -2.316 1.971
H 3.123 -3.734 0.745
H -1.018 -3.449 2.327
H -1.806 -2.788 0.747
H -0.730 -1.582 1.882
O -5.592 2.263 0.172
S -4.441 1.799 -0.571
O -3.514 0.818 -0.056
O -3.596 3.103 -1.065
C -3.498 3.094 -2.489
C -4.743 2.360 -2.979
O -4.949 1.306 -2.041
H -2.587 2.552 -2.764
H -3.443 4.116 -2.873
H -4.620 1.959 -3.988
H -5.622 3.013 -2.952
```

The total charge is 0. For the LUMO energy, the calculation gives -0.0144 eV. As for the HOMO energy: -7.8 eV. Its SMILES is C[C@H](O)CNCCO[C@]1(CCC(=O)O)NC(=O)[C@H](Cl)[C@H]1P(C)C.O=S1(=O)OCCO1.

=====

Computed, not measured: 3 unconnected molecules or ions with the total composition C17H48N7O3P2 at a distorted geometry, with wB97M-V/def2-TZVPD.

Geometry as XYZ:
```
77
C17H48N7O3P2, DFT wB97M-V/def2-TZVPD
C -2.348 -1.246 1.063
C -3.370 -1.571 0.199
N -3.180 -2.043 -1.186
C -2.284 -1.189 -2.038
C -1.288 -1.991 -2.872
C -1.946 -2.969 -3.862
O -0.571 -1.009 -3.591
H -1.777 -0.316 1.007
H -2.031 -1.966 1.824
H -4.399 -1.511 0.553
H -2.890 -3.022 -1.143
H -4.102 -2.051 -1.631
H -1.699 -0.504 -1.419
H -2.884 -0.555 -2.694
H -0.591 -2.516 -2.201
H -1.976 -3.980 -3.439
H -2.941 -2.660 -4.192
H -1.345 -3.064 -4.769
H -0.073 -1.424 -4.305
O 1.022 -1.873 2.650
P 1.656 -2.999 3.478
N 2.993 -2.101 4.093
C 3.985 -1.503 3.214
C 2.593 -1.160 5.134
N 1.993 -4.004 2.119
C 3.308 -4.361 1.632
C 1.078 -3.890 0.991
N 2.131 -4.415 4.481
C 1.032 -4.864 5.353
C 3.387 -4.539 5.205
H 4.816 -1.122 3.812
H 3.584 -0.678 2.614
H 4.428 -2.238 2.546
H 2.152 -1.699 5.982
H 1.852 -0.438 4.772
H 3.451 -0.610 5.520
H 3.749 -3.563 1.023
H 3.248 -5.257 1.007
H 3.997 -4.616 2.436
H 1.318 -3.021 0.359
H 0.050 -3.789 1.335
H 1.126 -4.791 0.374
H 0.875 -4.177 6.191
H 1.228 -5.860 5.752
H 0.098 -4.920 4.783
H 3.431 -3.917 6.106
H 4.246 -4.301 4.584
H 3.505 -5.583 5.512
O -2.886 4.594 -1.069
P -1.834 4.280 -2.122
N -0.431 4.317 -1.114
C 0.004 5.539 -0.456
C -0.383 3.191 -0.194
N -2.081 5.645 -3.118
C -1.106 6.678 -3.394
C -3.420 6.233 -3.084
N -0.886 3.532 -3.448
C -1.501 2.279 -3.905
C 0.560 3.388 -3.463
H 0.986 5.379 -0.004
H -0.687 5.874 0.326
H 0.147 6.350 -1.167
H -0.347 2.246 -0.757
H -1.260 3.161 0.465
H 0.514 3.224 0.425
H -1.044 7.409 -2.579
H -1.381 7.222 -4.302
H -0.111 6.276 -3.587
H -3.552 6.889 -2.216
H -4.183 5.459 -3.046
H -3.597 6.816 -3.990
H -1.352 1.472 -3.177
H -1.093 1.959 -4.865
H -2.580 2.418 -4.042
H 0.924 2.601 -2.790
H 1.068 4.314 -3.210
H 0.871 3.130 -4.480
```

The total charge is +1. For the LUMO energy, the calculation gives -4.9448 eV. As for the HOMO energy: -9.9 eV.

=====

Energy, record by record: -94847.3139; -563236.6777; -82228.6635; -19724.5110; -8806.3984; -11461.4922; -285407.5902; -71122.6415; -53543.6554 eV